This record from OMol25 describes a molecular structure, C17H18AuF6N4O5Sb. The level of theory is ωB97M-V/def2-TZVPD.

Properties
charge = +1
multiplicity = 4
M = 791.069 g/mol
orbital gap (alpha / beta) = 0.1680 / 0.2297 Eh
relative energy (zero: lowest compared OMol25 entry of this formula, charge and spin) = 421.8 kJ/mol

Atoms and positions in Å:
Au: 0.34040 -0.08362 0.10901
N: 1.42389 -0.26020 4.10247
C: 0.08601 -0.33328 4.40290
C: -0.58006 -0.27798 3.21387
N: 0.34044 -0.16952 2.21827
C: 1.54557 -0.16613 2.76452
C: 2.69617 -0.10848 1.89484
N: 2.50149 -0.09173 0.58609
C: 3.71964 -0.07239 -0.02124
C: 4.68101 -0.07914 0.94645
N: 4.02007 -0.10050 2.14948
H: 2.16754 -0.28817 4.77954
H: -0.27483 -0.42446 5.41120
H: -1.63608 -0.32680 3.00956
H: 3.81870 -0.07438 -1.09239
H: 5.75405 -0.07762 0.88250
H: 4.46507 -0.11368 3.05194
F: -1.87721 -0.58499 -0.42402
Sb: -2.16376 -2.55586 -0.17409
F: -3.46792 -2.33915 -1.50282
F: -0.84927 -2.83221 -1.50371
F: -2.51641 -4.36588 0.08503
F: -0.69845 -2.55323 1.06374
F: -3.24328 -1.96783 1.26423
O: -1.26749 1.33468 -2.34067
C: -0.42213 0.45870 -2.69750
O: 0.44386 -0.11587 -1.97688
C: -0.43778 0.08488 -4.14688
C: -0.15148 -1.22846 -4.50548
C: -0.12180 -1.61188 -5.83982
C: -0.35682 -0.62992 -6.77796
O: -0.33302 -0.72114 -8.12634
C: -0.59647 0.57938 -8.63942
O: -0.83774 1.43595 -7.53206
C: -0.66099 0.68815 -6.41125
C: -0.72459 1.07176 -5.09811
H: 0.03883 -1.95078 -3.72415
H: 0.08042 -2.63025 -6.13839
H: -1.46864 0.55427 -9.29683
H: 0.27032 0.93914 -9.20271
H: -0.97270 2.08288 -4.80932
C: -1.30642 3.82650 -1.18027
C: -1.45164 2.39387 -0.61854
C: -2.90593 2.07192 -0.21843
O: -0.52204 2.11764 0.25612
H: -1.96448 3.93699 -2.03743
H: -0.27402 4.00639 -1.47258
H: -1.57516 4.54204 -0.40252
H: -1.24402 1.66160 -1.59434
H: -3.19330 2.73928 0.59651
H: -2.99502 1.04147 0.11485
H: -3.55284 2.23770 -1.07525

Cartesian forces, eV/Å:
0.43 -0.57 0.11
0.18 -0.01 -0.04
-0.24 0.01 -0.09
-0.06 -0.02 0.18
0.44 0.03 -0.19
-0.46 -0.01 0.25
0.36 -0.03 -0.41
-0.25 -0.03 0.30
0.19 -0.04 0.11
0.06 0.00 -0.22
-0.12 0.00 0.13
0.01 -0.01 -0.02
0.04 0.00 0.01
0.01 -0.04 0.01
0.03 0.03 0.02
0.00 0.01 0.03
-0.01 0.00 0.00
0.21 -0.76 0.10
0.10 0.43 0.24
-0.06 -0.09 0.19
-0.09 0.06 -0.04
-0.01 0.04 0.00
-0.29 0.06 -0.23
0.00 -0.19 -0.27
-3.12 -4.26 -14.15
2.38 -3.02 -4.00
0.17 -0.15 0.95
-0.64 3.42 3.12
0.85 -2.96 -1.88
0.23 -0.45 1.23
0.22 -0.92 -1.21
-0.06 0.07 0.11
0.09 -0.17 -0.46
0.15 -0.61 1.22
-0.44 1.84 -0.22
-0.47 0.68 -0.37
-0.04 -0.05 -0.02
0.01 0.00 0.04
-0.05 -0.05 0.24
0.00 -0.05 0.23
0.04 -0.01 -0.05
0.24 -1.14 -1.07
0.49 7.03 11.12
0.52 -1.05 -1.09
-2.51 0.11 -3.15
-0.04 0.31 -0.09
0.01 0.04 -0.03
-0.11 -0.28 0.09
1.59 2.48 9.37
0.36 0.16 -0.15
-0.12 0.14 0.02
-0.23 -0.01 0.04